1.
CH5NOP2 | ωB97M-V with the def2-TZVPD basis set

LUMO energy (spin up / spin down): -0.925 / -0.722 eV
Frontier orbital gap (spin up / spin down): 7.538 / 7.959 eV

Geometry as XYZ:
```
10
CH5NOP2, DFT ωB97M-V with the def2-TZVPD basis set
C 2.235 -0.081 0.090
N -0.172 0.103 0.634
O -1.936 0.916 0.440
P 0.562 0.741 -0.548
P -2.975 -0.152 -0.113
H 2.225 0.547 1.037
H 2.122 -1.170 0.176
H 3.003 0.269 -0.528
H -3.532 0.576 -1.251
H -3.976 0.124 0.801
```

***

2.
CH5NOS | ωB97M-V with the def2-TZVPD basis set

Structure (SMILES): C[S@H](=N)=O
LUMO energy: 0.217 eV
Frontier orbital gap: 10.016 eV

Geometry as XYZ:
```
9
CH5NOS, DFT ωB97M-V with the def2-TZVPD basis set
C -0.933 -0.201 0.664
N 1.499 1.045 -0.375
O 0.073 -0.418 -1.880
S 0.473 -0.083 -0.530
H -0.566 -0.237 1.686
H -1.569 0.711 0.606
H -1.350 -1.300 0.556
H 1.294 1.870 -1.041
H 1.080 -1.387 0.315
```

***

The records above give, respectively, energy values of -23228.52981 -15487.37812 eV.
The records above give, respectively, energy above the lowest of the compared OMol25 structures with the same formula, charge and spin values of 3.927 3.741 eV.